{
  "formula": "C56H66AuBrN7OS3Si",
  "method": "ωB97M-V with the def2-TZVPD basis set",
  "species": ["Au", "N", "S", "N", "S", "N", "S", "N", "C", "C", "C", "C", "C", "C", "C", "C", "C", "C", "C", "C", "C", "C", "C", "C", "C", "C", "C", "C", "C", "C", "C", "C", "C", "C", "C", "C", "C", "C", "C", "C", "C", "C", "C", "C", "H", "H", "H", "H", "H", "H", "H", "H", "H", "H", "H", "H", "H", "H", "H", "H", "H", "H", "H", "H", "H", "H", "H", "H", "H", "H", "H", "H", "H", "H", "C", "C", "C", "C", "O", "H", "H", "H", "H", "H", "H", "H", "H", "H", "C", "C", "C", "C", "Si", "Br", "C", "C", "C", "C", "C", "C", "C", "C", "H", "H", "H", "H", "H", "H", "H", "H", "H", "H", "H", "H", "H", "H", "H", "H", "H", "H", "H", "H", "H", "H", "H", "H", "H", "H", "H", "N", "C", "C", "C", "N", "C", "N"],
  "xyz": [[-0.0767, 0.1856, -0.1662], [-0.3550, -0.6236, 1.7939], [-0.0785, -0.1705, 3.1607], [1.0876, -0.9877, 4.0152], [2.2780, -1.8281, 3.5504], [2.9065, -1.8054, 2.1467], [2.9440, -0.8818, 0.7994], [1.7903, -0.7519, -0.0850], [4.2437, -1.7371, -0.1029], [4.9576, -2.8021, 0.4174], [5.9422, -3.3977, -0.3573], [6.1980, -2.9273, -1.6364], [5.4653, -1.8665, -2.1541], [4.4794, -1.2702, -1.3868], [3.7988, 0.6348, 1.2541], [3.4434, 1.7916, 0.5847], [4.1749, 2.9479, 0.8117], [5.2211, 2.9397, 1.7234], [5.5578, 1.7723, 2.3985], [4.8587, 0.6032, 2.1472], [3.5915, -1.4625, 4.7152], [3.3694, -0.6059, 5.7779], [4.4083, -0.3403, 6.6574], [5.6477, -0.9321, 6.4658], [5.8531, -1.8048, 5.4033], [4.8220, -2.0732, 4.5202], [1.9811, -3.5529, 3.9055], [1.5184, -3.8755, 5.1726], [1.3696, -5.2103, 5.5063], [1.6862, -6.1970, 4.5806], [2.1340, -5.8567, 3.3125], [2.2798, -4.5222, 2.9653], [0.4404, 1.4999, 3.6255], [-0.5328, 2.4083, 4.0057], [-0.1400, 3.6441, 4.4972], [1.2056, 3.9628, 4.6008], [2.1709, 3.0380, 4.2264], [1.7862, 1.7972, 3.7466], [-1.4729, -0.3883, 4.2622], [-1.2984, -0.2740, 5.6345], [-2.4136, -0.2856, 6.4527], [-3.6837, -0.3931, 5.8962], [-3.8413, -0.5229, 4.5243], [-2.7268, -0.5239, 3.6988], [4.7310, -3.1549, 1.4129], [6.5098, -4.2273, 0.0415], [6.9630, -3.3994, -2.2373], [5.6637, -1.5054, -3.1538], [3.8783, -0.4551, -1.7708], [2.5838, 1.7826, -0.0734], [3.9317, 3.8568, 0.2789], [5.7906, 3.8417, 1.9040], [6.3777, 1.7717, 3.1041], [5.1084, -0.3192, 2.6535], [2.3911, -0.1622, 5.9016], [4.2415, 0.3197, 7.4968], [6.4600, -0.7124, 7.1447], [6.8128, -2.2843, 5.2716], [4.9635, -2.7498, 3.6872], [1.2725, -3.0884, 5.8735], [1.0090, -5.4830, 6.4879], [1.5737, -7.2382, 4.8495], [2.3703, -6.6275, 2.5930], [2.6080, -4.2178, 1.9809], [-1.5797, 2.1476, 3.9237], [-0.8941, 4.3566, 4.8019], [1.5049, 4.9310, 4.9794], [3.2215, 3.2773, 4.3207], [2.5329, 1.0662, 3.4795], [-0.2993, -0.1693, 6.0356], [-2.2974, -0.1964, 7.5243], [-4.5558, -0.3758, 6.5355], [-4.8278, -0.5957, 4.0916], [-2.8112, -0.6115, 2.6232], [0.7556, 4.4914, 0.5138], [-0.2910, 3.3851, 0.2570], [-0.5764, 3.3620, -1.2520], [-1.6006, 3.7387, 0.9798], [0.2800, 2.2007, 0.7137], [0.3242, 5.4649, 0.2869], [1.6282, 4.3255, -0.1177], [1.0719, 4.4596, 1.5563], [-0.9039, 4.3482, -1.5789], [-1.3616, 2.6363, -1.4670], [0.3224, 3.0888, -1.8033], [-2.1143, 4.5518, 0.4675], [-1.4010, 4.0512, 2.0004], [-2.2559, 2.8678, 1.0150], [-1.1748, 3.1462, -4.8019], [-0.6716, 2.0580, -5.7643], [-0.6010, 2.6573, -7.1784], [-1.7214, 0.9332, -5.7514], [1.0686, 1.3805, -5.2396], [0.4060, 0.3497, -2.6471], [2.4648, 2.6574, -4.7743], [1.8802, 4.0125, -4.3529], [3.3589, 2.9051, -6.0005], [3.3408, 2.1395, -3.6241], [1.6929, -0.2691, -6.0451], [0.5942, -1.3429, -6.0275], [2.1125, -0.0331, -7.5058], [2.8991, -0.8290, -5.2770], [-2.2254, 3.3481, -5.0154], [-0.6338, 4.0810, -4.9198], [-1.1031, 2.8126, -3.7672], [-1.5897, 3.0283, -7.4529], [-0.3045, 1.9155, -7.9203], [0.0995, 3.4927, -7.2293], [-2.7161, 1.3749, -5.8204], [-1.6687, 0.3579, -4.8277], [-1.6035, 0.2606, -6.5974], [1.4723, 4.5441, -5.2127], [2.6754, 4.6326, -3.9330], [1.1041, 3.9093, -3.5976], [2.7763, 3.2436, -6.8588], [3.9102, 2.0123, -6.2918], [4.0841, 3.6852, -5.7624], [2.7419, 1.9244, -2.7402], [4.0803, 2.9004, -3.3651], [3.8725, 1.2310, -3.8970], [-0.1915, -1.1203, -6.7443], [0.1554, -1.4407, -5.0353], [1.0291, -2.3044, -6.3047], [1.2973, 0.3798, -8.1000], [2.4014, -0.9872, -7.9500], [2.9623, 0.6430, -7.5832], [2.6510, -0.9796, -4.2258], [3.7676, -0.1762, -5.3588], [3.1771, -1.7938, -5.7053], [-2.1399, 0.1537, -0.4715], [-3.1405, 0.7192, -0.2690], [-4.3329, 1.3506, -0.0408], [-4.7389, 1.5498, 1.2938], [-5.0236, 1.7333, 2.3971], [-5.0863, 1.8450, -1.1278], [-5.6850, 2.2367, -2.0310]],
  "forces_ev_per_angstrom": [[-0.032, -1.115, 0.545], [-0.153, 0.445, 0.652], [-0.074, -0.571, 0.005], [0.264, -0.088, 0.065], [-0.070, 0.228, -0.139], [0.053, -0.077, 0.161], [-0.076, -0.200, -0.463], [0.539, 0.337, 0.113], [-0.084, -0.113, 0.321], [-0.046, 0.101, 0.131], [0.006, 0.002, -0.005], [-0.004, -0.053, -0.013], [-0.004, -0.015, 0.080], [-0.133, 0.176, -0.026], [-0.035, -0.245, 0.047], [-0.177, -0.078, -0.092], [0.048, 0.020, 0.097], [0.017, 0.001, -0.063], [0.024, -0.044, 0.004], [-0.066, -0.007, 0.134], [-0.167, 0.099, -0.009], [-0.234, 0.002, -0.074], [0.063, -0.019, 0.011], [-0.030, 0.055, 0.003], [-0.034, -0.025, -0.025], [-0.018, -0.128, -0.063], [0.053, 0.086, -0.242], [-0.055, 0.149, 0.060], [-0.006, 0.049, -0.013], [0.006, -0.004, -0.049], [-0.053, -0.014, 0.046], [0.063, 0.152, -0.137], [-0.120, -0.205, 0.168], [-0.017, 0.012, -0.145], [-0.095, 0.059, -0.053], [0.004, 0.002, -0.001], [-0.002, 0.049, -0.069], [0.037, 0.024, -0.124], [0.226, 0.004, 0.140], [0.056, -0.052, 0.044], [0.084, 0.013, 0.045], [-0.017, -0.068, -0.139], [-0.031, -0.014, 0.150], [0.176, 0.015, -0.335], [0.081, -0.056, 0.007], [-0.006, -0.027, -0.010], [0.030, 0.012, -0.012], [-0.021, 0.004, -0.027], [0.001, 0.014, -0.067], [0.021, 0.014, -0.078], [-0.061, 0.015, 0.025], [-0.019, 0.026, -0.009], [0.010, -0.020, 0.013], [0.118, 0.012, -0.010], [0.008, 0.062, 0.037], [0.015, 0.048, 0.000], [0.003, -0.035, 0.043], [0.031, 0.017, -0.035], [0.050, -0.030, 0.008], [-0.005, -0.030, 0.077], [-0.014, 0.012, 0.019], [0.006, -0.020, 0.003], [-0.019, -0.013, -0.031], [0.036, -0.089, -0.021], [-0.059, 0.092, 0.032], [-0.014, 0.027, 0.001], [-0.013, -0.001, 0.039], [0.033, -0.019, -0.023], [0.077, 0.006, 0.027], [-0.025, 0.034, 0.117], [0.011, 0.007, 0.010], [-0.001, -0.005, 0.016], [-0.018, 0.019, -0.035], [-0.060, 0.023, -0.030], [0.143, -0.460, 0.128], [-0.679, 0.801, -0.317], [0.189, -0.232, 0.162], [0.276, -0.285, 0.082], [0.281, 0.645, 0.150], [-0.043, 0.008, 0.023], [0.032, 0.048, -0.052], [0.006, 0.102, 0.067], [-0.051, 0.033, 0.040], [-0.002, 0.025, -0.086], [-0.014, -0.051, 0.022], [-0.045, -0.024, -0.003], [0.005, 0.040, 0.137], [-0.038, 0.061, -0.046], [0.194, -0.086, 0.058], [0.049, -0.092, 0.194], [0.354, -0.139, 0.076], [0.243, -0.080, 0.003], [-0.113, -0.108, 0.591], [0.459, 0.421, -2.447], [-0.213, -0.161, 0.091], [-0.087, -0.138, -0.033], [-0.201, -0.253, -0.089], [-0.164, -0.115, 0.000], [-0.095, 0.043, 0.228], [-0.037, 0.194, 0.092], [-0.106, 0.344, 0.103], [-0.079, 0.202, 0.051], [-0.045, -0.031, -0.036], [-0.010, 0.016, 0.055], [-0.067, 0.078, 0.041], [-0.042, 0.026, 0.001], [-0.031, 0.007, -0.077], [0.000, 0.074, -0.052], [-0.026, 0.043, -0.005], [-0.135, -0.071, 0.011], [-0.024, -0.041, 0.012], [-0.100, 0.048, 0.039], [0.083, -0.003, -0.030], [0.028, 0.075, 0.026], [0.039, 0.041, -0.096], [0.073, 0.006, -0.006], [0.024, 0.044, 0.039], [0.032, 0.027, 0.090], [0.046, 0.057, -0.047], [0.057, -0.020, 0.063], [-0.039, -0.054, 0.017], [-0.088, -0.114, 0.007], [0.066, -0.032, -0.019], [-0.014, -0.043, -0.092], [-0.008, -0.062, 0.004], [0.031, -0.014, -0.074], [0.099, -0.044, 0.072], [0.046, -0.004, 0.035], [-0.027, -0.053, -0.040], [-0.375, 0.255, 0.159], [0.208, -0.097, -0.192], [0.016, -0.043, -0.011], [-0.073, 0.090, 0.313], [0.019, -0.077, 0.021], [-0.132, 0.105, -0.280], [0.026, 0.022, 0.000]],
  "lowdin_charge": [0.781, -0.357, 0.810, -0.370, 0.889, -0.377, 0.777, -0.404, -0.284, -0.066, -0.060, -0.061, -0.055, -0.059, -0.312, -0.066, -0.052, -0.060, -0.055, -0.067, -0.305, -0.057, -0.046, -0.051, -0.050, -0.076, -0.292, -0.053, -0.050, -0.052, -0.050, -0.053, -0.294, -0.067, -0.058, -0.062, -0.055, -0.079, -0.332, -0.081, -0.060, -0.052, -0.060, -0.065, 0.080, 0.111, 0.112, 0.109, 0.097, 0.084, 0.106, 0.113, 0.113, 0.096, 0.102, 0.115, 0.114, 0.116, 0.109, 0.118, 0.115, 0.114, 0.115, 0.103, 0.126, 0.119, 0.112, 0.109, 0.079, 0.105, 0.110, 0.113, 0.106, 0.099, -0.005, -0.681, -0.087, -0.011, -0.160, 0.098, 0.069, 0.078, 0.100, 0.052, 0.024, 0.097, 0.065, 0.062, -0.097, -0.618, -0.076, -0.097, 0.942, 0.353, -0.610, -0.093, -0.085, -0.118, -0.622, -0.100, -0.075, -0.109, 0.097, 0.066, 0.039, 0.098, 0.068, 0.077, 0.094, 0.053, 0.067, 0.081, 0.093, 0.049, 0.083, 0.065, 0.096, 0.020, 0.092, 0.054, 0.067, 0.052, 0.092, 0.071, 0.097, 0.065, 0.052, 0.063, 0.093, 0.042, -0.191, -0.282, -0.236, 0.154, -0.232, 0.138],
  "charge": 1,
  "orbital_gap_ha": [0.25529, 0.20597],
  "lumo_ev": [-2.4, -4.0],
  "relative_energy_kj_mol": 193.98,
  "multiplicity": 3,
  "energy_ev": -185723.429
}